(1)
{"formula": "C6H16NO", "method": "ωB97M-V/def2-TZVPD", "symbols": ["C", "O", "C", "C", "C", "C", "C", "N", "H", "H", "H", "H", "H", "H", "H", "H", "H", "H", "H", "H", "H", "H", "H", "H"], "positions_angstrom": [[0.555, 1.408, -2.387], [0.559, 2.693, -1.804], [-0.589, 0.615, -1.771], [-0.565, 0.659, -0.202], [0.574, -0.028, 0.377], [0.768, -1.471, 0.262], [-0.072, -2.403, 1.170], [-1.025, 0.167, 2.816], [1.483, 0.890, -2.110], [0.428, 1.474, -3.468], [1.367, 3.176, -2.001], [-1.560, 1.022, -2.041], [-0.462, -0.424, -2.079], [-1.508, 0.279, 0.194], [-0.502, 1.715, 0.074], [-0.491, 0.499, 2.026], [1.519, 0.508, 0.236], [1.786, -1.738, 0.539], [0.601, -1.743, -0.791], [0.325, -3.416, 1.103], [-1.131, -2.476, 0.937], [-1.657, 0.879, 3.154], [0.035, -2.104, 2.206], [-0.436, -0.181, 3.559]], "forces_ev_per_a": [[0.14, 0.12, 0.63], [-0.18, 0.20, 0.31], [0.80, -0.18, -0.10], [-0.82, 0.78, 1.88], [0.69, -0.78, -4.72], [0.22, -0.79, 2.40], [-0.44, -0.55, 0.00], [-0.29, -0.60, -0.12], [0.12, -0.02, -0.53], [0.10, -0.23, -0.05], [-0.04, -0.09, -0.19], [-0.04, -0.13, -0.04], [-0.47, 0.05, -0.18], [-0.03, -0.34, -0.33], [-0.03, 0.10, -0.22], [-0.04, 0.39, 0.69], [-0.09, 0.43, 1.28], [0.24, 0.29, -0.43], [-0.16, 0.36, -0.08], [0.12, 0.12, -0.20], [-0.01, 0.34, -0.09], [0.20, 0.20, 0.01], [-0.05, 0.09, 0.02], [0.06, 0.22, 0.05]], "mulliken_charge": [-0.47, -0.51, -0.66, -0.83, -0.04, -0.20, -1.21, -0.54, 0.31, 0.36, 0.31, 0.36, 0.35, 0.57, 0.55, 0.23, 0.24, 0.39, 0.27, 0.40, 0.33, 0.25, 0.31, 0.24], "e_homo_ev": -13.9, "de_lowest_ev": 3.892, "total_charge": 1, "e_tot_ev": -10009.4205, "largest_force_ev_per_a": 4.833}

=====

(2)
{"formula": "C6H16NO", "method": "ωB97M-V/def2-TZVPD", "symbols": ["C", "C", "C", "C", "C", "C", "N", "O", "H", "H", "H", "H", "H", "H", "H", "H", "H", "H", "H", "H", "H", "H", "H", "H"], "positions_angstrom": [[1.903, -3.482, -0.624], [-2.072, 0.561, 0.413], [-0.903, 2.778, 0.598], [-0.872, 1.626, -1.490], [0.348, 0.624, 0.320], [2.050, -2.624, 0.532], [-0.882, 1.354, -0.028], [1.413, -2.762, 1.663], [1.689, -4.461, -0.323], [2.913, -3.326, -1.056], [1.189, -3.094, -1.244], [-2.248, 0.882, 1.513], [-2.987, 0.841, -0.158], [-2.092, -0.522, 0.248], [-1.906, 3.053, 0.201], [-0.904, 2.624, 1.685], [-0.137, 3.368, -0.001], [-1.906, 1.705, -1.889], [-0.320, 2.623, -1.615], [-0.290, 0.794, -2.015], [1.028, 0.653, -0.553], [0.104, -0.444, 0.713], [2.793, -1.828, 0.489], [0.938, -3.539, 1.719]], "forces_ev_per_a": [[2.88, 0.79, 0.98], [-2.17, 1.24, 1.53], [-1.09, -1.09, -1.60], [0.92, 0.13, -1.81], [-0.39, -2.51, -0.60], [1.36, 1.71, -1.01], [0.46, -0.08, 0.01], [0.38, 2.53, 2.03], [-0.15, -1.79, 0.00], [-0.72, -0.94, -0.56], [-2.01, 0.60, -2.11], [0.22, -1.13, -1.79], [0.75, 0.52, 0.39], [1.11, 0.29, 0.28], [0.57, 0.69, 0.84], [0.46, 0.72, -0.46], [-0.68, -0.63, 1.86], [0.78, -0.01, 0.33], [-0.81, -1.74, -0.36], [-1.11, 1.23, 0.55], [0.22, 0.16, 1.16], [0.89, 2.13, -0.27], [-0.29, -0.10, 0.47], [-1.59, -2.70, 0.12]], "mulliken_charge": [-0.79, -0.88, -0.79, -0.78, -0.73, -0.32, 0.30, -0.44, 0.38, 0.26, 0.24, 0.36, 0.33, 0.39, 0.44, 0.36, 0.27, 0.32, 0.35, 0.32, 0.34, 0.32, 0.47, 0.28], "e_homo_ev": [-14.1, -9.2], "de_lowest_ev": 6.787, "total_charge": 1, "e_tot_ev": -10006.5250, "largest_force_ev_per_a": 3.267}

=====

(3)
{"formula": "C6H16NO", "method": "ωB97M-V/def2-TZVPD", "symbols": ["C", "C", "C", "C", "C", "C", "N", "H", "H", "H", "H", "H", "H", "H", "H", "H", "H", "H", "H", "H", "H", "H", "H", "O"], "positions_angstrom": [[0.069, 1.334, 2.448], [-0.312, 0.493, 1.279], [0.743, -0.307, 0.454], [1.085, 0.398, -0.837], [0.792, -0.002, -2.057], [1.357, 0.786, -3.248], [-1.429, -0.486, 1.763], [0.530, 0.679, 3.194], [0.820, 2.085, 2.205], [-0.793, 1.874, 2.842], [-0.745, 1.214, 0.571], [0.408, -1.333, 0.339], [1.606, -0.403, 1.127], [1.749, 1.226, -0.600], [0.265, -0.879, -2.410], [2.441, 0.825, -3.144], [0.860, 1.752, -3.241], [1.240, 0.223, -4.172], [-1.023, -1.192, 2.372], [-1.806, -1.017, 0.961], [-2.107, 0.147, 2.187], [-2.587, -2.687, -0.954], [-1.285, -2.662, -0.287], [-1.876, -2.068, -0.794]], "forces_ev_per_a": [[0.93, -0.52, 0.80], [-0.52, 0.05, -1.64], [-0.17, 0.30, 1.32], [0.21, -0.99, 1.60], [1.00, 0.71, -1.71], [0.01, -0.96, 0.68], [0.89, 1.00, -1.22], [-0.14, 0.32, 0.38], [-0.03, -0.07, -0.29], [0.02, -0.10, 0.18], [-0.68, -0.74, 0.01], [-0.21, -0.12, -0.42], [0.21, 0.09, -0.41], [-0.13, 0.31, -0.75], [-0.36, -0.20, 0.97], [-0.04, 0.63, 0.18], [0.35, 0.18, -0.54], [-0.54, 0.31, -0.09], [-0.15, 0.34, 0.63], [-0.34, 0.41, -0.21], [-0.36, -0.81, 0.35], [-0.77, -0.01, -0.46], [0.05, 0.40, -0.62], [0.76, -0.51, 1.26]], "mulliken_charge": [-1.52, 0.18, -0.85, -0.56, 0.01, -1.17, -0.20, 0.42, 0.36, 0.45, 0.30, 0.47, 0.40, 0.32, 0.36, 0.34, 0.29, 0.34, 0.39, 0.25, 0.41, 0.31, 0.35, -0.66], "e_homo_ev": -12.8, "de_lowest_ev": 1.453, "total_charge": 1, "e_tot_ev": -10011.8597, "largest_force_ev_per_a": 2.106}

=====

(4)
{"formula": "C6H16NO", "method": "ωB97M-V/def2-TZVPD", "symbols": ["C", "C", "C", "C", "C", "C", "N", "H", "H", "H", "H", "H", "H", "H", "H", "H", "H", "H", "H", "H", "H", "H", "H", "O"], "positions_angstrom": [[-2.344, 0.039, -1.097], [-1.433, 0.406, 0.127], [-0.023, -0.159, 0.052], [1.563, -0.596, 1.894], [0.815, 0.285, 1.247], [0.815, 1.753, 1.596], [-1.641, -0.849, -2.081], [-2.680, 0.953, -1.586], [-3.209, -0.516, -0.754], [-1.493, 1.483, 0.220], [-1.925, -0.008, 1.010], [-0.079, -1.246, 0.068], [0.540, 0.204, -0.806], [1.653, -1.635, 1.593], [2.034, -0.395, 2.848], [0.695, 2.369, 0.698], [-0.045, 2.003, 2.209], [1.707, 1.967, 2.187], [-1.009, -0.324, -2.697], [-1.111, -1.585, -1.597], [-2.312, -1.301, -2.724], [3.408, -1.558, -1.251], [3.279, -0.388, -0.251], [2.796, -0.901, -0.905]], "forces_ev_per_a": [[0.23, 0.36, 1.08], [-0.90, -0.50, -0.51], [0.44, 0.88, 0.70], [-0.22, -0.63, 0.54], [-0.02, -0.17, -0.15], [-0.36, -0.46, 0.12], [-0.34, -0.13, -1.05], [0.06, -0.31, -0.36], [-0.13, -0.04, -0.11], [0.39, 0.16, 0.08], [0.10, 0.08, 0.04], [0.29, -0.17, -0.14], [-0.16, -0.17, -0.48], [-0.31, 0.09, -0.11], [0.36, 0.47, -0.19], [0.53, 0.03, 0.12], [-0.25, 0.04, 0.25], [-0.11, 0.33, -0.35], [0.13, -0.14, 0.43], [0.01, 0.24, -0.17], [0.22, 0.12, 0.43], [0.12, 0.13, 0.06], [0.08, -0.09, 0.03], [-0.17, -0.12, -0.28]], "mulliken_charge": [-0.75, -0.34, -0.53, -1.16, 0.56, -1.58, -0.25, 0.33, 0.34, 0.36, 0.29, 0.56, 0.36, 0.27, 0.33, 0.34, 0.35, 0.43, 0.38, 0.32, 0.38, 0.30, 0.33, -0.61], "e_homo_ev": -12.4, "de_lowest_ev": 1.407, "total_charge": 1, "e_tot_ev": -10011.9056, "largest_force_ev_per_a": 1.211}

=====

(5)
{"formula": "C6H16NO", "method": "ωB97M-V/def2-TZVPD", "symbols": ["C", "O", "C", "C", "C", "C", "C", "N", "H", "H", "H", "H", "H", "H", "H", "H", "H", "H", "H", "H", "H", "H", "H", "H"], "positions_angstrom": [[-3.181, 0.009, -0.182], [-3.286, -1.105, -1.135], [-1.921, -0.491, 0.456], [-0.679, -0.911, -0.386], [0.165, 0.452, -0.463], [1.120, 0.736, 0.688], [2.464, 0.028, 0.820], [3.449, 0.438, -0.357], [-3.162, 1.012, -0.853], [-4.054, -0.041, 0.476], [-4.153, -1.185, -1.549], [-2.116, -1.286, 1.147], [-1.559, 0.174, 1.255], [-0.040, -1.695, 0.098], [-1.100, -1.374, -1.287], [0.485, 0.480, -1.516], [-0.557, 1.313, -0.562], [1.149, 1.840, 0.782], [0.682, 0.599, 1.671], [2.912, 0.374, 1.797], [2.356, -1.042, 0.739], [3.608, 1.421, -0.221], [3.050, 0.298, -1.302], [4.368, -0.044, -0.114]], "forces_ev_per_a": [[1.66, -1.97, -2.19], [-0.57, 1.57, 0.28], [1.79, 0.89, 2.72], [0.13, 1.48, 1.04], [-1.84, -0.71, -1.86], [-0.11, 1.07, 0.04], [0.01, 1.39, -0.57], [0.15, -1.02, 2.21], [-0.09, -1.72, 1.28], [-0.44, 0.51, -0.14], [-1.01, -0.08, -0.41], [-1.11, -1.18, -0.12], [-0.16, 0.71, -0.58], [-0.87, 0.58, -0.19], [0.71, 0.44, -0.30], [1.27, -0.02, 0.41], [0.51, -0.83, 0.64], [0.94, -0.32, -0.45], [-0.68, -0.77, 0.14], [-0.03, -0.68, -1.27], [0.17, -0.30, 0.22], [0.24, 0.79, -0.23], [0.59, -0.35, 0.58], [-1.26, 0.51, -1.23]], "mulliken_charge": [-0.32, -0.17, -0.86, -0.44, -0.67, -0.79, -0.66, -0.35, 0.34, 0.37, 0.42, 0.47, 0.46, 0.33, 0.39, 0.46, 0.37, 0.47, 0.35, 0.38, 0.36, 0.37, 0.33, 0.40], "e_homo_ev": [-18.4, -18.2], "spin_multiplicity": 2, "de_lowest_ev": 2.655, "total_charge": 2, "e_tot_ev": -9997.9337, "largest_force_ev_per_a": 3.381}

=====

(6)
{"formula": "C6H16NO2PS2", "method": "ωB97M-V/def2-TZVPD", "symbols": ["C", "C", "C", "C", "C", "C", "N", "O", "O", "P", "S", "S", "H", "H", "H", "H", "H", "H", "H", "H", "H", "H", "H", "H", "H", "H", "H", "H"], "positions_angstrom": [[2.500, -0.005, 0.920], [1.458, 0.707, -1.260], [1.533, 2.284, 0.702], [-4.519, -0.436, -0.367], [-0.727, -2.071, -0.509], [1.365, 0.822, 0.258], [0.147, 0.258, 0.724], [-3.443, 0.457, -0.519], [-1.605, -1.005, -0.790], [-1.885, 0.336, 0.062], [-2.307, 0.073, 2.057], [-1.676, 2.227, -0.736], [2.404, -1.058, 0.662], [3.459, 0.358, 0.560], [2.465, 0.091, 2.003], [0.650, 1.281, -1.717], [1.361, -0.333, -1.567], [2.411, 1.095, -1.613], [0.735, 2.875, 0.252], [1.461, 2.376, 1.787], [2.498, 2.667, 0.381], [-4.257, -1.286, 0.267], [-4.821, -0.797, -1.354], [-5.350, 0.111, 0.088], [-0.353, -2.443, -1.466], [-1.272, -2.861, 0.014], [0.101, -1.720, 0.115], [0.073, 0.370, 1.730]], "forces_ev_per_a": [[-0.27, -0.01, -0.13], [-0.18, 0.09, 0.15], [-0.42, -0.13, 0.05], [-0.20, -0.20, 0.11], [0.20, -0.08, 0.14], [1.14, 0.09, -0.38], [-0.44, 1.06, -0.25], [1.14, 0.92, -0.50], [0.03, 0.66, -0.43], [-2.62, -1.87, 2.07], [0.64, 0.30, -1.07], [0.53, -0.22, -0.10], [0.04, -0.06, -0.03], [0.09, 0.03, -0.01], [0.02, 0.02, 0.11], [0.09, -0.04, -0.12], [0.02, -0.05, -0.07], [0.05, 0.01, -0.04], [0.08, 0.18, 0.03], [-0.01, 0.01, 0.01], [0.09, 0.01, -0.07], [0.03, 0.06, 0.03], [0.04, 0.00, 0.07], [0.10, -0.16, -0.01], [-0.01, 0.02, 0.14], [0.07, 0.10, -0.02], [-0.05, -0.30, -0.09], [-0.21, -0.42, 0.41]], "mulliken_charge": [-1.65, -1.33, -1.37, -0.68, -0.59, 0.99, -0.43, -0.45, -0.27, 1.17, -0.47, -0.13, 0.39, 0.43, 0.42, 0.27, 0.30, 0.48, 0.27, 0.39, 0.42, 0.30, 0.25, 0.25, 0.22, 0.25, 0.30, 0.27], "e_homo_ev": [-8.0, -8.2], "de_lowest_ev": 1.548, "total_charge": 0, "e_tot_ev": -43023.8449, "largest_force_ev_per_a": 3.825}